A cluster of 2 separate species, C5H14N4 in total in a non-equilibrium geometry. Source: the Open Molecules 2025 dataset; level of theory: ωB97M-V/def2-TZVPD.

- Energy relative to the best compared isomer or geometry (same formula, charge and spin): 16.0 kcal per mole
- HOMO: -7.26 eV
- SMILES: [H]/N=C\NC.CC=C(N)N
- HOMO-LUMO gap: 7.957 eV
- Net charge: 0

Element x y z (Å)
H  -1.91152  -0.52878  1.58743
N  -1.18924  0.18672  1.62652
C  -1.10260  0.91876  0.59289
N  -1.69448  0.77035  -0.62242
C  -2.75151  -0.16724  -0.90782
H  -0.40193  1.74470  0.63120
H  -1.48910  1.45246  -1.33225
H  -3.74059  0.24218  -0.66683
H  -2.61366  -1.07648  -0.32233
H  -2.73116  -0.43573  -1.95976
C  2.47911  1.33026  0.12840
C  1.69782  0.25535  -0.56638
C  1.31260  -0.88658  0.03010
N  1.37178  -1.09877  1.39820
N  0.70735  -1.92240  -0.69170
H  2.03486  1.57577  1.09443
H  3.50475  1.01594  0.32481
H  2.52200  2.23009  -0.48492
H  1.63138  0.32215  -1.64289
H  0.51667  -1.62097  1.72902
H  1.41344  -0.25314  1.94952
H  0.52119  -1.70064  -1.65711
H  -0.08717  -2.35400  -0.23809

Löwdin atomic charges, in units of e:
1. H 0.0282
2. N 0.0681
3. C -0.3537
4. N -0.0558
5. C -0.1004
6. H 0.1078
7. H 0.1235
8. H 0.0835
9. H 0.0658
10. H 0.0793
11. C -0.1275
12. C -0.1840
13. C -0.5152
14. N 0.0920
15. N 0.0960
16. H 0.0548
17. H 0.0704
18. H 0.0653
19. H 0.0863
20. H 0.0970
21. H 0.0655
22. H 0.0804
23. H 0.0729